Density functional theory data (the ωB97M-V functional and the def2-TZVPD basis) for a 3-piece molecular cluster, C37H53BrF16INO11S2 overall in a non-equilibrium geometry.

Computed properties:
- Calculated total energy: -206529.6498 eV
- SMILES string: CCOCCOC[C@@]1(N=C=O)O[C@](CCCBr)(C[C@@H](C)I)[C@@H](SCC(=O)OC[C@H](C)OC(=O)CS)[C@@H]1CCCOC.FC(F)C(F)(F)COC(F)(F)C(F)F.FC(F)C(F)(F)COC(F)(F)C(F)F
- Kohn-Sham gap: 8.92 eV

XYZ file:
```
122
Properties=species:S:1:pos:R:3:forces:R:3
C -0.65357 2.34968 3.77933 0.5 1.0 -0.2
C 0.68754 3.19308 3.71920 -1.0 -1.1 0.0
O 0.45668 4.24730 2.76868 0.7 -0.2 -0.4
C 1.43742 4.25662 1.73930 1.0 -0.1 0.2
C 1.39082 3.02124 0.74500 1.3 -0.4 1.2
O 0.11877 2.37093 0.65235 0.4 1.3 -1.4
C -0.39103 2.37829 -0.66717 -1.8 -0.2 -0.6
C -0.30810 0.94031 -1.39081 2.0 -2.0 3.3
N 0.49679 0.84564 -2.64787 -1.2 1.4 -0.3
C 0.17110 1.66713 -3.49594 -0.5 -1.9 1.1
O -0.29285 2.31546 -4.31973 0.1 1.5 -1.5
O 0.55210 0.23868 -0.45434 -0.3 0.0 -0.2
C 0.45341 -1.21471 -0.50712 -0.3 1.3 -0.1
C 0.48933 -1.58881 1.01602 0.1 0.0 -0.3
C -0.87397 -1.44036 1.76884 0.8 -0.3 1.6
C -0.58875 -1.78270 3.30051 -0.3 -1.0 -1.4
Br -2.10057 -1.09723 4.35819 0.7 -0.2 -0.1
C 1.66301 -1.76649 -1.33071 0.3 -0.6 0.9
C 3.08038 -1.47446 -0.70350 0.2 -1.8 -1.0
C 4.10044 -2.49249 -1.38723 -0.2 1.2 -0.7
I 3.84295 0.51738 -1.24310 -0.3 -0.6 0.6
C -0.88568 -1.38430 -1.32672 0.1 0.4 -1.4
S -1.86523 -2.92531 -1.15856 -0.1 0.0 0.1
C -3.47590 -2.53280 -0.37619 -0.8 0.5 0.6
C -3.82907 -3.44795 0.84359 0.4 1.1 0.3
O -3.50034 -4.58513 0.95357 0.0 -0.4 -0.4
O -4.54461 -2.81019 1.86101 -0.3 -0.6 -1.9
C -5.80844 -3.45329 2.11512 -0.9 0.6 1.6
C -7.02569 -2.47140 1.85490 0.2 -1.2 -1.1
C -6.93439 -1.77351 0.45019 0.0 -0.4 -0.3
O -7.25535 -1.57206 2.96021 0.8 0.7 -0.8
C -6.52146 -0.39405 2.86905 -1.1 1.3 -0.2
O -5.36833 -0.28050 3.10511 0.5 -0.5 0.2
C -7.30860 0.92297 2.46411 -0.5 -0.5 0.6
S -9.10953 0.50000 2.32987 -0.3 0.1 -0.1
C -1.61289 0.01538 -1.28306 1.7 0.5 -0.5
C -2.63976 0.37036 -2.41425 -0.8 -0.7 0.3
C -4.15565 0.40896 -1.98597 0.0 0.7 -0.2
C -4.49537 1.42426 -0.83988 -1.3 -0.4 -0.9
O -4.19192 0.92828 0.46284 1.0 0.7 -0.7
C -3.66212 1.92180 1.34626 -0.1 0.4 0.9
H -1.47089 3.04839 3.45261 0.6 -0.7 0.5
H -0.85886 1.97608 4.80702 0.1 0.0 -0.9
H -0.59574 1.54827 3.00680 -0.1 0.4 0.8
H 0.98132 3.59988 4.71731 -0.3 0.0 -0.8
H 1.49452 2.48576 3.39978 -0.4 0.8 0.1
H 1.44897 5.22035 1.16275 -0.7 -0.7 0.7
H 2.44125 4.21632 2.25539 -1.1 0.1 -0.7
H 1.81892 3.35208 -0.23222 -0.6 -0.4 0.6
H 2.11472 2.25851 1.15072 -0.7 0.6 -0.5
H 0.02768 3.19618 -1.30207 -0.1 -0.7 0.4
H -1.49520 2.58433 -0.56875 0.9 -0.1 -0.2
H 1.19891 -0.85724 1.49654 -0.6 -0.6 -0.6
H 0.97503 -2.59440 1.16182 -0.8 0.7 -0.1
H -1.28107 -0.39972 1.77522 0.5 -0.7 -0.5
H -1.66014 -2.16127 1.45374 0.6 0.7 0.0
H -0.63104 -2.90003 3.38883 0.1 1.1 0.2
H 0.41422 -1.44322 3.64087 -1.0 0.2 0.0
H 1.67791 -1.44973 -2.39512 -0.3 0.0 0.9
H 1.55168 -2.89143 -1.34520 0.1 0.9 0.1
H 3.11422 -1.64995 0.39455 -0.1 0.7 -0.8
H 4.28301 -2.08518 -2.41481 0.0 -0.6 0.9
H 3.64553 -3.50078 -1.53489 0.4 0.6 0.5
H 5.09585 -2.50368 -0.88552 -0.9 -0.2 -0.2
H -0.50944 -1.46834 -2.38804 -0.5 -0.1 0.9
H -3.58390 -1.46307 -0.05491 0.3 -0.9 -0.2
H -4.26899 -2.71296 -1.15396 0.7 0.1 0.8
H -5.94013 -4.41540 1.56664 0.3 0.8 0.2
H -5.83342 -3.66744 3.21909 0.0 0.0 -1.0
H -7.92432 -3.14598 1.81305 0.7 0.8 0.4
H -7.40280 -2.46761 -0.29959 0.4 0.6 0.6
H -5.88148 -1.59920 0.12824 -0.8 0.0 0.5
H -7.48345 -0.80622 0.37738 0.3 -0.8 0.2
H -6.87963 1.28424 1.49402 -0.4 -0.3 0.9
H -7.17365 1.66746 3.28718 0.1 -0.6 -0.8
H -9.83525 1.59799 2.72176 1.0 -0.2 -0.2
H -1.90169 0.13223 -0.21132 -0.4 0.4 -1.0
H -2.54907 -0.39252 -3.23163 0.1 0.6 0.6
H -2.42844 1.36520 -2.89614 0.0 -0.8 0.7
H -4.59522 -0.58975 -1.75177 0.5 0.8 -0.1
H -4.71979 0.77921 -2.88945 0.4 -0.3 0.8
H -5.61799 1.56757 -0.87863 0.9 0.0 0.0
H -4.05332 2.42167 -1.08833 0.0 -0.7 0.5
H -2.88287 1.47268 2.01727 -0.9 0.2 -0.5
H -3.17358 2.78775 0.83584 -0.4 -0.7 0.0
H -4.51394 2.32645 1.96101 0.9 -0.3 -0.3
F 4.81063 4.48503 3.19082 0.1 -0.1 -0.1
C 5.17268 4.35408 1.89856 -0.6 0.2 -0.3
F 4.18192 3.65580 1.28948 0.6 -0.2 -0.3
C 6.50321 3.61931 1.74102 0.5 -0.6 0.4
F 6.41205 2.35407 2.20751 -0.2 0.2 0.0
F 6.75356 3.51274 0.40389 -0.2 0.4 0.0
C 7.73267 4.30145 2.37061 0.8 0.2 -0.3
O 8.14384 3.82743 3.65058 -1.1 0.1 0.4
C 7.52956 4.37797 4.77715 0.9 0.6 -1.1
F 6.75716 5.42196 4.42220 -0.1 -0.1 0.4
F 8.52477 4.88684 5.53795 -0.2 -0.3 0.3
C 6.76685 3.32955 5.58836 -0.3 -0.5 0.4
F 5.79090 2.75575 4.85387 0.2 0.1 -0.1
F 6.17190 3.90224 6.66146 0.2 0.2 -0.1
H 5.21150 5.34780 1.44325 0.2 0.0 0.0
H 8.57374 4.06033 1.71819 -0.1 -0.2 0.0
H 7.66347 5.39037 2.34287 -0.3 -0.1 0.1
H 7.43971 2.54289 5.93774 0.1 0.1 -0.1
F 3.98092 -2.90830 -5.30346 -0.2 0.0 0.0
C 2.99849 -1.98604 -5.33133 0.4 0.5 0.3
F 3.03283 -1.34743 -4.13440 -0.3 0.1 -0.3
C 1.62102 -2.61204 -5.54526 -0.4 -0.7 0.1
F 1.30055 -3.43205 -4.51785 0.2 0.1 0.0
F 0.70537 -1.59921 -5.52036 0.3 0.2 -0.2
C 1.41691 -3.36439 -6.87344 -0.6 0.0 -0.6
O 1.55178 -4.78243 -6.83285 1.0 0.1 0.6
C 2.83341 -5.31908 -6.97248 -0.9 0.8 -0.9
F 3.70837 -4.35243 -7.30785 0.3 -0.4 0.1
F 2.77680 -6.15953 -8.02971 0.1 -0.3 0.3
C 3.26773 -6.10334 -5.73328 0.2 -0.4 0.6
F 3.29207 -5.31513 -4.63751 -0.1 0.0 -0.2
F 4.51890 -6.59351 -5.89787 -0.1 0.1 -0.3
H 3.22775 -1.25351 -6.11036 -0.1 0.0 -0.1
H 0.37225 -3.20713 -7.14789 0.0 -0.1 0.2
H 1.98809 -2.92392 -7.69255 0.2 0.0 0.2
H 2.58660 -6.93566 -5.54111 -0.1 0.1 -0.2
```
Forces are in eV/Å.

Results of the Löwdin charge analysis, in e, for atoms 1 through 6: -0.08, -0.23, -0.17, -0.18, -0.18, -0.13